Entry from the Open Molecules 2025 dataset: a molecular structure, C29H30N6O8PSiTl (wB97M-V/def2-TZVPD).

Properties
- molar mass (g mol⁻¹) = 854.0
- HOMO energy (eV) = -0.863
- maximum force (eV Å⁻¹) = 0.4
- frontier orbital gap (eV) = 4.398
- ΔE to the lowest compared entry with this formula, charge and spin (kcal/mol) = 0.00

Structure (ORCA input):
```
! RIJCOSX wB97M-V def2-TZVPD def2/J DEFGRID3
* xyz -2 1
Tl 1.682 0.232 0.217
C -0.795 -2.423 2.182
Si 0.365 -0.930 2.415
C 1.702 -1.630 3.580
C -0.608 0.259 3.548
C -0.020 1.457 3.971
C -0.680 2.347 4.803
C -1.971 2.069 5.237
C -2.589 0.899 4.821
C -1.913 0.013 3.986
H -1.164 -2.806 3.142
H -0.226 -3.221 1.702
H -1.663 -2.199 1.555
H 1.266 -2.027 4.505
H 2.430 -0.862 3.854
H 2.224 -2.444 3.070
H 0.973 1.710 3.612
H -0.198 3.273 5.092
H -2.494 2.765 5.883
H -3.601 0.676 5.142
H -2.420 -0.893 3.668
O -0.234 4.350 1.765
C 0.197 3.476 0.997
O -0.209 2.309 0.794
C 1.440 3.896 0.197
C 1.684 3.378 -1.070
C 2.767 3.839 -1.794
C 3.667 4.755 -1.288
C 3.419 5.226 -0.016
C 2.318 4.829 0.725
N 4.347 6.231 0.545
O 5.282 6.593 -0.150
O 4.125 6.647 1.665
N 2.966 3.363 -3.179
O 3.990 3.701 -3.752
O 2.100 2.671 -3.668
H 0.997 2.674 -1.515
H 4.508 5.099 -1.868
H 2.124 5.248 1.701
C -3.838 1.189 -1.679
N -2.895 0.837 -2.737
C -3.163 -0.536 -3.157
N -3.136 -1.516 -2.073
C -4.071 -1.077 -1.038
N -3.840 0.275 -0.543
C -2.575 0.357 0.208
P -1.079 -0.082 -0.799
C -1.509 0.985 -2.264
C -1.769 -1.645 -1.534
H -4.844 1.191 -2.113
H -3.605 2.193 -1.319
H -2.425 -0.825 -3.908
H -4.161 -0.559 -3.607
H -4.019 -1.774 -0.199
H -5.079 -1.111 -1.464
H -2.630 -0.315 1.066
H -2.428 1.363 0.604
H -0.816 0.746 -3.075
H -1.355 2.031 -1.987
H -1.756 -2.431 -0.774
H -1.102 -1.958 -2.338
O 1.396 -1.603 -2.451
C 1.574 -2.591 -1.750
N 1.669 -2.643 -0.390
C 1.832 -3.951 -0.017
O 1.962 -4.400 1.111
C 1.836 -4.834 -1.254
C 1.935 -6.200 -1.414
C 1.876 -6.702 -2.716
C 1.726 -5.845 -3.805
C 1.632 -4.465 -3.622
C 1.689 -3.990 -2.330
H 2.046 -6.851 -0.556
H 1.941 -7.770 -2.884
H 1.672 -6.261 -4.805
H 1.520 -3.786 -4.459
*
```

Löwdin atomic charge list, values in e, 4 entries:
1. Tl 0.508
2. C -0.246
3. Si 0.414
4. C -0.259